(1)
The following is a DFT calculation (the ωB97M-V functional and the def2-TZVPD basis) of a 7-piece molecular cluster, C22H54IN2O6 overall.

Each line ends with the Löwdin charge.
Cartesian coordinates (Å):
C (1.79, -5.28, 2.30)  -0.105
C (3.21, -4.72, 2.02)  -0.240
C (3.64, -5.07, 0.58)  -0.167
C (3.42, -3.94, -0.48)  -0.106
C (2.57, -2.80, -0.04)  -0.216
C (3.00, -1.55, 0.19)  0.013
N (1.91, -0.80, 0.57)  0.160
C (0.83, -1.55, 0.56)  -0.332
C (-0.55, -1.09, 0.88)  -0.644
I (-0.76, -0.51, 2.94)  0.961
C (-1.55, -2.19, 0.46)  -0.276
C (-1.56, -3.43, 1.42)  -0.124
N (1.21, -2.76, 0.19)  0.219
H (1.92, -6.31, 2.63)  0.080
H (1.27, -4.78, 3.12)  0.070
H (1.18, -5.35, 1.40)  0.054
H (3.32, -3.66, 2.29)  0.100
H (3.88, -5.26, 2.69)  0.104
H (4.70, -5.32, 0.59)  0.109
H (3.08, -5.95, 0.27)  0.105
H (2.97, -4.39, -1.36)  0.094
H (4.39, -3.56, -0.81)  0.126
H (4.00, -1.17, 0.09)  0.144
H (1.93, 0.19, 0.84)  0.134
H (-0.74, -0.22, 0.25)  0.100
H (-2.57, -1.81, 0.44)  0.110
H (-1.26, -2.48, -0.55)  0.108
H (-0.67, -3.38, 2.06)  0.026
H (-1.41, -4.32, 0.80)  0.075
H (-2.47, -3.51, 1.99)  0.080
H (0.64, -3.58, 0.07)  0.157
C (2.04, -3.87, -5.58)  -0.080
C (1.99, -4.19, -4.10)  -0.309
O (3.04, -3.51, -3.40)  -0.106
H (3.00, -4.15, -6.00)  0.083
H (1.25, -4.39, -6.12)  0.078
H (1.92, -2.79, -5.74)  0.074
H (2.14, -5.26, -3.95)  0.092
H (1.03, -3.91, -3.67)  0.108
H (2.91, -2.57, -3.53)  0.084
C (1.69, -9.65, -4.22)  -0.089
C (1.34, -8.25, -3.76)  -0.326
O (1.01, -7.41, -4.87)  -0.095
H (2.53, -9.63, -4.92)  0.079
H (1.95, -10.29, -3.37)  0.076
H (0.84, -10.11, -4.75)  0.075
H (2.19, -7.79, -3.26)  0.103
H (0.49, -8.27, -3.07)  0.107
H (0.25, -7.81, -5.32)  0.084
C (-3.19, 3.09, 4.35)  -0.090
C (-3.73, 3.43, 2.98)  -0.307
O (-2.89, 2.90, 1.95)  -0.105
H (-2.18, 3.49, 4.46)  0.076
H (-3.82, 3.50, 5.14)  0.078
H (-3.12, 2.01, 4.48)  0.058
H (-3.78, 4.51, 2.84)  0.103
H (-4.74, 3.02, 2.85)  0.111
H (-2.86, 1.94, 2.07)  0.029
C (3.81, 3.80, 1.83)  -0.079
C (3.22, 2.43, 2.08)  -0.285
O (2.97, 1.74, 0.84)  -0.115
H (3.14, 4.40, 1.21)  0.083
H (3.99, 4.33, 2.76)  0.084
H (4.76, 3.72, 1.29)  0.078
H (2.27, 2.51, 2.60)  0.114
H (3.90, 1.82, 2.69)  0.115
H (3.82, 1.66, 0.38)  0.094
C (-2.97, 7.96, 1.50)  -0.096
C (-4.23, 7.93, 2.34)  -0.318
O (-3.92, 8.16, 3.72)  -0.090
H (-2.26, 7.21, 1.85)  0.070
H (-3.19, 7.77, 0.45)  0.060
H (-2.48, 8.93, 1.58)  0.074
H (-4.71, 6.95, 2.28)  0.103
H (-4.94, 8.68, 2.00)  0.091
H (-3.51, 9.03, 3.78)  0.076
C (-4.10, 9.60, -2.34)  -0.091
C (-5.35, 9.57, -1.48)  -0.308
O (-5.03, 9.83, -0.11)  -0.097
H (-3.38, 8.85, -2.00)  0.067
H (-4.33, 9.40, -3.39)  0.075
H (-3.60, 10.57, -2.28)  0.074
H (-5.82, 8.60, -1.53)  0.113
H (-6.06, 10.33, -1.83)  0.109
H (-4.62, 10.69, -0.07)  0.088

Summary:
Maximum force   1.683 eV/Å
2S+1   1
Gap between HOMO and LUMO   8.259 eV
Net charge   +1

(2)
The following is a DFT calculation (the ωB97M-V functional and the def2-TZVPD basis) of C18H28N5O10P2RbS3 as an isolated structure.

Each line ends with the Löwdin charge.
Cartesian coordinates (Å):
Rb (-1.38, -0.96, -0.89)  0.771
N (0.18, 1.41, -4.71)  0.173
C (1.48, 1.26, -4.25)  -0.191
C (2.71, 1.18, -4.89)  -0.031
C (3.82, 1.02, -4.09)  -0.106
C (3.71, 0.95, -2.69)  -0.087
C (2.49, 1.03, -2.05)  0.013
C (1.36, 1.20, -2.86)  -0.210
N (0.03, 1.27, -2.48)  0.145
C (-0.63, 1.37, -3.61)  -0.276
C (-2.09, 1.39, -3.71)  -0.317
C (-2.85, 1.72, -4.79)  -0.364
S (-4.50, 1.45, -4.43)  1.010
C (-4.07, 0.89, -2.86)  -0.436
N (-2.80, 0.93, -2.63)  -0.004
H (-0.12, 1.19, -5.64)  0.155
H (2.79, 1.21, -5.97)  0.099
H (4.80, 0.93, -4.54)  0.090
H (4.61, 0.79, -2.10)  0.095
H (2.37, 0.92, -0.98)  0.099
H (-2.53, 2.11, -5.74)  0.064
H (-4.79, 0.48, -2.16)  0.069
O (-3.43, -3.03, 0.54)  -0.198
P (-4.72, -2.07, 0.36)  0.178
O (-5.95, -2.86, 0.19)  -0.316
O (-4.37, -0.98, -0.66)  -0.422
O (-4.73, -1.30, 1.81)  -0.274
P (-3.52, -0.30, 2.25)  0.177
O (-3.69, 0.85, 1.10)  -0.217
O (-3.77, 0.28, 3.58)  -0.314
O (-2.22, -1.04, 1.98)  -0.414
H (-2.81, -2.54, 1.13)  0.002
H (-3.99, 0.34, 0.29)  0.005
O (2.08, -3.92, -3.26)  -0.677
S (0.87, -3.32, -2.63)  0.476
N (0.10, -2.21, -3.19)  -0.569
C (-1.12, 2.50, 2.71)  -0.011
C (-0.41, 2.55, 1.38)  -0.623
N (-1.12, 2.10, 0.33)  0.174
O (0.75, 2.97, 1.28)  -0.024
H (-2.17, 2.75, 2.63)  0.079
H (-0.60, 3.17, 3.40)  0.074
H (-1.08, 1.48, 3.11)  0.067
H (-2.04, 1.70, 0.50)  0.051
H (-0.66, 1.97, -0.56)  0.053
C (2.82, 1.98, 3.79)  -0.109
C (2.85, 0.46, 3.89)  -0.300
C (2.80, -0.22, 2.51)  -0.336
S (1.09, -0.40, 1.93)  0.930
O (1.19, -0.84, 0.49)  -0.610
C (0.61, -1.88, 2.88)  -0.326
C (0.77, -3.17, 2.10)  -0.278
C (2.21, -3.59, 1.81)  -0.112
H (2.76, 2.43, 4.79)  0.067
H (1.98, 2.33, 3.20)  0.046
H (3.73, 2.35, 3.31)  0.074
H (2.01, 0.11, 4.49)  0.094
H (3.75, 0.13, 4.41)  0.099
H (3.26, -1.20, 2.51)  0.073
H (3.28, 0.40, 1.76)  0.093
H (-0.45, -1.71, 3.11)  0.058
H (1.18, -1.87, 3.81)  0.085
H (0.23, -3.08, 1.16)  0.096
H (0.26, -3.95, 2.68)  0.113
H (2.68, -2.90, 1.11)  0.064
H (2.23, -4.58, 1.35)  0.072
H (2.81, -3.63, 2.73)  0.068

Summary:
ΔE to the lowest compared entry with this formula, charge and spin   0.827 eV
Maximum force   0.469 eV/Å
2S+1   1
Gap between HOMO and LUMO   5.978 eV
Net charge   -2

(3)
The following is a DFT calculation (the ωB97M-V functional and the def2-TZVPD basis) of a 7-piece molecular cluster, C34H79N4O13S overall.

Each line ends with the Löwdin charge.
Cartesian coordinates (Å):
C (7.83, -0.86, 2.28)  0.018
C (6.46, -1.64, 2.00)  -0.392
O (5.85, -2.11, 2.99)  0.045
O (6.01, -1.78, 0.66)  -0.057
C (4.64, -2.23, 0.61)  -0.145
C (3.58, -1.14, 1.10)  -0.101
N (3.91, 0.22, 0.53)  0.104
C (3.27, 1.34, 0.90)  -0.213
N (2.28, 1.20, 1.93)  0.136
C (1.49, 2.41, 2.22)  -0.252
C (0.80, 2.33, 3.69)  -0.118
C (0.07, 0.92, 3.95)  -0.183
C (-1.50, 0.92, 3.63)  -0.092
C (-2.34, 1.96, 4.53)  -0.398
O (-3.24, 2.60, 3.95)  0.064
O (-2.05, 2.15, 5.92)  0.042
C (2.23, 3.80, 1.99)  -0.212
C (3.22, 4.27, 3.15)  -0.087
C (4.09, 3.12, 3.83)  -0.320
O (4.50, 3.66, 5.14)  -0.089
C (5.49, 2.80, 3.04)  -0.194
N (6.60, 3.56, 3.74)  -0.013
C (2.85, 3.76, 0.52)  -0.145
N (3.71, 2.56, 0.23)  -0.050
C (3.70, 2.43, -1.26)  -0.220
S (2.22, 1.55, -1.94)  0.791
O (2.40, 0.04, -2.04)  -0.391
O (0.95, 1.80, -1.17)  -0.370
H (8.62, -1.13, 1.48)  0.068
H (8.27, -1.24, 3.27)  0.106
H (7.70, 0.26, 2.37)  0.080
H (4.50, -3.24, 1.14)  0.155
H (4.39, -2.44, -0.50)  0.147
H (2.51, -1.37, 0.76)  0.155
H (3.58, -1.13, 2.25)  0.129
H (4.67, 0.20, -0.17)  0.159
H (2.64, 0.72, 2.77)  0.132
H (0.59, 2.40, 1.50)  0.163
H (1.49, 2.66, 4.53)  0.111
H (-0.05, 3.11, 3.65)  0.138
H (0.52, 0.04, 3.40)  0.102
H (0.18, 0.68, 5.07)  0.122
H (-1.90, -0.12, 3.95)  0.108
H (-1.75, 1.02, 2.51)  0.123
H (-1.08, 2.27, 6.02)  0.100
H (1.39, 4.60, 1.94)  0.167
H (2.60, 4.89, 3.90)  0.139
H (3.95, 5.03, 2.67)  0.133
H (3.51, 2.17, 4.08)  0.118
H (4.66, 2.89, 5.72)  0.109
H (5.72, 1.69, 3.15)  0.101
H (5.49, 3.18, 1.97)  0.101
H (7.31, 2.90, 4.09)  0.072
H (7.11, 4.12, 3.03)  0.073
H (2.02, 3.94, -0.24)  0.133
H (3.54, 4.68, 0.44)  0.147
H (3.78, 3.48, -1.70)  0.138
H (4.64, 1.85, -1.59)  0.132
H (2.02, 2.08, -3.23)  0.111
C (-2.32, -2.19, -0.31)  -0.050
C (-2.84, -0.76, -0.29)  -0.480
C (-3.28, -0.32, -1.68)  -0.052
O (-1.81, 0.11, 0.18)  -0.074
H (-1.45, -2.29, -0.96)  0.083
H (-2.00, -2.49, 0.69)  0.061
H (-3.09, -2.88, -0.65)  0.066
H (-3.68, -0.68, 0.40)  0.144
H (-2.44, -0.35, -2.38)  0.084
H (-3.64, 0.71, -1.66)  0.067
H (-4.08, -0.96, -2.06)  0.082
H (-1.06, 0.05, -0.43)  0.068
C (-1.40, -4.12, 5.30)  -0.060
C (-2.27, -3.07, 4.63)  -0.482
C (-3.21, -3.69, 3.61)  -0.060
O (-1.43, -2.11, 3.97)  -0.090
H (-0.77, -4.64, 4.56)  0.082
H (-0.72, -3.66, 6.02)  0.080
H (-2.01, -4.86, 5.82)  0.085
H (-2.84, -2.53, 5.39)  0.145
H (-2.65, -4.20, 2.82)  0.079
H (-3.82, -2.92, 3.13)  0.080
H (-3.87, -4.42, 4.09)  0.085
H (-0.92, -2.57, 3.30)  0.090
C (10.58, -0.82, -2.41)  -0.061
C (10.36, -1.77, -1.25)  -0.482
C (9.77, -3.09, -1.72)  -0.059
O (9.47, -1.17, -0.31)  -0.093
H (9.64, -0.59, -2.92)  0.080
H (10.99, 0.13, -2.06)  0.081
H (11.27, -1.24, -3.14)  0.085
H (11.30, -1.95, -0.73)  0.144
H (8.80, -2.94, -2.20)  0.080
H (9.61, -3.76, -0.87)  0.082
H (10.44, -3.59, -2.43)  0.085
H (8.63, -1.01, -0.75)  0.083
C (-6.37, -5.22, -0.24)  -0.065
C (-6.37, -4.45, -1.56)  -0.498
C (-6.97, -5.29, -2.68)  -0.062
O (-5.03, -4.10, -1.90)  -0.073
H (-5.77, -6.13, -0.32)  0.082
H (-5.92, -4.61, 0.55)  0.073
H (-7.38, -5.49, 0.05)  0.083
H (-6.93, -3.52, -1.45)  0.139
H (-6.39, -6.20, -2.84)  0.082
H (-6.95, -4.73, -3.62)  0.082
H (-8.00, -5.56, -2.46)  0.083
H (-4.52, -4.91, -2.00)  0.089
C (-4.92, 3.06, -4.22)  -0.061
C (-6.25, 3.36, -3.56)  -0.496
C (-6.08, 3.71, -2.09)  -0.061
O (-7.11, 2.23, -3.68)  -0.059
H (-4.43, 2.20, -3.75)  0.067
H (-5.06, 2.81, -5.27)  0.075
H (-4.25, 3.92, -4.16)  0.080
H (-6.74, 4.20, -4.07)  0.141
H (-5.63, 2.87, -1.54)  0.074
H (-7.04, 3.91, -1.62)  0.083
H (-5.44, 4.58, -1.96)  0.081
H (-6.69, 1.49, -3.23)  0.087
C (-7.66, 1.10, -8.58)  -0.067
C (-8.25, 0.16, -7.53)  -0.499
C (-9.21, 0.90, -6.61)  -0.063
O (-7.19, -0.40, -6.75)  -0.062
H (-7.09, 1.91, -8.11)  0.077
H (-6.96, 0.56, -9.22)  0.079
H (-8.44, 1.53, -9.20)  0.080
H (-8.77, -0.66, -8.02)  0.138
H (-8.69, 1.70, -6.07)  0.070
H (-9.61, 0.22, -5.85)  0.081
H (-10.04, 1.34, -7.17)  0.080
H (-6.72, 0.32, -6.31)  0.075

Summary:
Maximum force   6.118 eV/Å
2S+1   1
Gap between HOMO and LUMO   7.787 eV
Net charge   +1

(4)
The following is a DFT calculation (the ωB97M-V functional and the def2-TZVPD basis) of a 3-piece molecular cluster, CH2ClNO2S overall.

Each line ends with the Löwdin charge.
Cartesian coordinates (Å):
C (-1.88, 0.49, -0.44)  -0.064
N (-1.31, -0.35, 0.09)  0.055
O (1.76, -1.43, -1.16)  -0.481
O (2.14, -3.35, 0.40)  -0.443
S (1.65, -1.98, 0.20)  0.873
Cl (3.82, 1.24, 0.22)  0.264
H (-2.40, 1.40, -0.70)  0.059
H (3.33, 0.53, -0.76)  -0.263

Summary:
ΔE to the lowest compared entry with this formula, charge and spin   1.227 eV
Maximum force   2.628 eV/Å
2S+1   1
Gap between HOMO and LUMO   10.514 eV

> maximum force of number 3 (C34H79N4O13S)?

6.118 eV/Å

> The lowest maximum force belongs to which entry?

C18H28N5O10P2RbS3